67
Properties=species:S:1:pos:R:3:forces:R:3 method="wB97M-V/def2-TZVPD" e_homo_ev="-10.4 / -10.5" de_lowest_kcal_mol=0.0 multiplicity=2 total_charge=+1 s_squared=0.752 e_tot_ha=-2910.004505 orbital_gap_ha="0.286 / 0.288"
Ti -0.23236 -0.05335 0.60271 0.15 -1.84 1.30
C -2.19074 1.55770 -0.97566 0.10 -0.11 -0.23
C -3.07665 0.37826 -0.61470 -0.03 0.01 -0.01
N -2.50445 -0.35725 0.53321 -0.01 0.16 -0.12
C -2.86288 -1.77634 0.50498 0.01 0.00 0.09
C -1.95125 -2.48114 -0.46049 0.02 0.00 0.00
C -2.28985 -3.65931 -1.09870 0.00 -0.01 -0.01
C -1.34569 -4.27277 -1.90814 0.00 0.00 0.00
C -0.09352 -3.69908 -2.04640 -0.01 0.00 0.00
C 0.16888 -2.51787 -1.37354 0.01 -0.02 0.01
C 1.52417 -1.87378 -1.34952 0.04 0.03 0.04
N 1.41772 -0.44432 -1.01998 0.00 -0.09 -0.08
C 1.23854 0.44228 -2.18778 -0.09 -0.03 -0.07
C -0.23789 0.76922 -2.39983 0.05 0.02 0.14
N -0.80229 1.06699 -1.08361 0.10 0.55 0.21
N -0.74948 -1.91342 -0.61940 -0.10 0.01 -0.06
H -2.22227 2.32125 -0.20029 0.00 -0.04 0.03
H -2.50139 2.00819 -1.92085 -0.09 0.02 0.05
H -3.11544 -0.31410 -1.45912 0.02 0.00 0.00
H -4.09971 0.70974 -0.42148 0.00 -0.03 0.02
H -2.78410 0.07206 1.40931 -0.04 0.00 0.00
H -3.91152 -1.93876 0.24094 0.00 0.00 0.01
H -2.68747 -2.19330 1.49853 0.01 0.01 -0.01
H -3.27202 -4.08965 -0.95909 0.00 0.00 0.00
H -1.58326 -5.19519 -2.42084 0.00 0.00 0.00
H 0.67233 -4.16200 -2.65325 0.00 0.00 0.00
H 2.05435 -2.03843 -2.29151 0.01 0.01 0.00
H 2.09473 -2.36059 -0.55202 -0.01 0.00 0.00
H 2.24428 -0.17343 -0.50046 -0.01 0.05 -0.03
H 1.65850 -0.00540 -3.09153 0.01 0.04 -0.01
H 1.78532 1.36859 -2.00321 -0.01 0.01 0.07
H -0.77544 -0.08045 -2.82217 -0.04 -0.02 0.00
H -0.35158 1.62246 -3.07304 0.05 -0.06 -0.09
H -0.17144 1.68347 -0.56701 -0.07 0.95 -0.67
C 3.41993 3.81018 6.25758 0.00 -0.01 0.00
C 2.79583 2.44346 6.50653 0.00 0.00 0.01
C 3.67016 1.50573 7.32416 0.00 0.00 0.00
C 4.95269 1.17681 6.57496 0.00 0.00 -0.01
C 4.64803 0.69670 5.18016 0.01 0.01 0.03
C 5.54614 -0.08664 4.49433 0.00 0.00 -0.01
C 5.24718 -0.55287 3.21617 -0.02 0.01 -0.01
F 6.15234 -1.32022 2.59573 0.00 -0.01 0.00
C 4.06613 -0.26764 2.59792 0.01 -0.01 0.00
C 3.13548 0.53757 3.26743 -0.01 -0.02 -0.01
C 1.86185 0.83801 2.63551 -0.01 -0.05 0.08
O 1.64012 0.41427 1.45780 -0.02 0.15 -0.18
C 0.94081 1.58868 3.39219 0.04 0.07 -0.13
C 1.30692 2.04776 4.63589 0.01 0.02 0.02
N 2.47706 1.79802 5.20910 -0.01 0.00 0.00
C 3.42478 1.01838 4.55387 0.01 -0.01 -0.03
C -0.42338 1.96228 2.90657 -0.10 -0.26 0.28
O -1.11579 2.72614 3.54065 0.03 0.12 -0.09
O -0.81994 1.36242 1.81064 -0.02 0.19 -0.36
H 3.66803 4.28346 7.20753 0.00 0.00 0.00
H 2.72539 4.45923 5.72416 0.00 0.00 0.00
H 4.33082 3.72994 5.66376 0.00 0.00 0.00
H 1.83794 2.56784 7.01153 0.00 0.00 0.00
H 3.11387 0.58846 7.52981 0.00 0.00 0.00
H 3.89051 1.97596 8.28215 0.00 0.00 0.00
H 5.51645 0.40917 7.10465 0.00 0.00 0.00
H 5.59985 2.05635 6.52647 0.00 0.00 0.00
H 6.48930 -0.36712 4.94609 0.00 0.00 0.00
H 3.83257 -0.67947 1.62820 0.00 0.00 0.00
H 0.60551 2.66071 5.18886 0.00 0.00 0.00
S 1.78094 -3.61010 2.16508 0.09 0.00 -0.08
C 0.66205 -2.45760 2.12276 -0.14 -0.03 0.12
N -0.16982 -1.61879 2.08168 0.06 0.21 -0.22



64
Properties=species:S:1:pos:R:3:forces:R:3 method="wB97M-V/def2-TZVPD" smiles="NP(O)OC(=O)OCON=O.c1ccccc1.c1ccccc1.c1ccccc1.c1ccccc1" e_homo_ev=-9.4 de_lowest_kcal_mol=0.0 total_charge=0 e_tot_ha=-1910.396167 orbital_gap_ha=0.320
N -0.78070 -6.04399 0.05767 0.18 0.19 0.27
P 0.44860 -4.94028 -0.38871 -0.33 -0.20 -0.06
O 1.44058 -5.95336 -1.14760 0.10 0.01 -0.11
O -0.38988 -4.23210 -1.69488 0.44 0.09 0.18
C 0.11048 -4.28597 -2.94659 -0.24 0.11 0.10
O 0.14667 -5.26817 -3.62073 0.03 -0.15 -0.04
O 0.54925 -3.09980 -3.40307 0.10 -0.10 -0.19
C 0.88585 -2.08766 -2.48409 0.03 0.35 0.07
O -0.28285 -1.43267 -2.04088 -0.10 -0.25 0.10
N -0.42958 -1.39664 -0.58613 -0.16 0.39 -0.19
O 0.44913 -0.84139 -0.08032 0.10 -0.37 0.18
H -1.44328 -5.62163 0.70481 -0.03 -0.08 -0.13
H -0.34590 -6.82699 0.54201 -0.10 -0.03 -0.09
H 1.04060 -6.41023 -1.90930 -0.02 -0.02 0.05
H 1.43966 -2.49680 -1.63299 -0.01 0.10 -0.03
H 1.50937 -1.39063 -3.04068 -0.03 -0.08 -0.04
C -4.58063 0.27288 -1.00917 -0.02 -0.02 0.04
C -5.81653 0.18445 -0.38227 0.01 0.01 0.02
C -6.17812 -0.98153 0.27917 0.01 0.01 0.00
C -5.30519 -2.06114 0.31050 -0.04 -0.01 -0.02
C -4.07286 -1.97393 -0.32125 0.04 -0.02 0.02
C -3.70930 -0.80706 -0.97733 -0.03 0.05 -0.06
H -4.29580 1.18371 -1.52014 -0.01 -0.01 -0.01
H -6.49826 1.02502 -0.40829 0.00 0.00 0.00
H -7.14087 -1.04979 0.77025 0.00 0.00 -0.01
H -5.58785 -2.97017 0.82657 -0.02 0.00 -0.01
H -3.38916 -2.81439 -0.30590 -0.01 0.00 -0.01
H -2.75190 -0.74579 -1.47559 -0.02 0.00 -0.03
C -5.12648 -2.82770 6.25774 0.00 0.00 0.00
C -4.06998 -3.64508 5.87999 0.00 0.00 0.00
C -3.61000 -3.62221 4.57050 -0.02 0.01 0.01
C -4.20830 -2.78450 3.63896 0.06 -0.02 0.01
C -5.26577 -1.96886 4.01579 -0.01 0.01 0.00
C -5.72447 -1.99034 5.32582 0.00 0.00 0.00
H -5.48302 -2.84221 7.27978 0.00 0.00 0.00
H -3.60509 -4.29929 6.60653 0.00 0.01 0.00
H -2.78376 -4.25756 4.27668 0.00 0.00 0.01
H -3.84760 -2.76023 2.61877 0.00 0.02 0.00
H -5.72795 -1.31599 3.28588 0.01 0.00 0.00
H -6.54826 -1.35309 5.62128 0.00 0.00 0.00
C 4.44219 2.67910 -1.32212 0.01 0.01 0.01
C 3.33815 1.90404 -0.99595 -0.01 0.00 0.00
C 3.34541 0.54068 -1.25741 0.02 0.00 -0.05
C 4.45731 -0.04599 -1.84726 -0.01 -0.02 0.00
C 5.56045 0.72899 -2.17746 0.00 0.01 0.00
C 5.55234 2.09173 -1.91378 0.00 0.00 0.00
H 4.43727 3.74134 -1.11404 -0.03 0.00 -0.02
H 2.47089 2.36286 -0.53813 0.01 0.00 0.00
H 2.48193 -0.05908 -1.00142 0.07 0.03 0.01
H 4.46706 -1.11032 -2.04909 0.00 0.00 0.00
H 6.42589 0.27141 -2.63928 0.00 0.00 0.00
H 6.41339 2.69655 -2.16993 0.00 0.00 0.00
C 4.89989 7.61631 -2.42325 -0.01 0.00 0.00
C 5.32343 6.49277 -1.72700 0.01 -0.01 0.00
C 5.22110 6.45309 -0.34299 0.00 0.00 0.00
C 4.69593 7.53826 0.34520 0.00 0.00 0.00
C 4.27524 8.66303 -0.35071 0.00 0.00 0.00
C 4.37670 8.70187 -1.73461 0.00 0.00 0.00
H 4.97700 7.64531 -3.50255 0.01 0.00 0.00
H 5.73495 5.64773 -2.26523 0.00 0.00 0.00
H 5.55181 5.57692 0.20110 0.01 0.01 0.00
H 4.61493 7.50709 1.42419 0.00 0.00 0.00
H 3.86819 9.51043 0.18595 0.00 0.00 0.00
H 4.04770 9.57900 -2.27698 0.00 0.00 0.00



65
Properties=species:S:1:pos:R:3:forces:R:3 method="wB97M-V/def2-TZVPD" e_homo_ev=-3.8 total_charge=-1 e_tot_ha=-2042.481362 orbital_gap_ha=0.223
C -4.42465 2.41457 0.02010 -0.20 0.12 -0.02
C -3.13388 1.63725 0.01106 -0.15 0.09 0.20
O -2.96446 1.04859 1.31147 -0.35 0.71 -1.04
C -1.84209 0.28232 1.35984 0.86 -1.17 1.12
C -1.67058 -0.35733 2.64883 -0.03 0.01 -0.98
C -0.61281 -1.26889 2.93758 -0.76 0.40 0.15
O 0.37039 -1.49155 2.21291 0.16 -0.35 0.33
C -0.70376 -2.03782 4.28439 0.15 -0.19 -0.67
C -0.13343 -1.28295 5.48171 0.01 -0.18 0.23
C -1.01409 -0.20563 6.11420 0.31 0.33 0.06
C -1.25356 1.04665 5.24983 -0.22 0.17 0.32
C -2.60341 1.05570 4.54251 -0.17 -0.18 -0.27
C -2.81065 -0.13303 3.59740 -0.14 -0.09 -0.15
O -1.16149 0.20120 0.33244 -0.67 0.16 0.56
H -4.54347 2.88875 -0.95727 -0.08 0.04 0.04
H -5.28432 1.75696 0.18636 0.10 0.10 0.04
H -4.42070 3.19850 0.78477 -0.01 -0.14 -0.07
H -3.15977 0.84981 -0.75368 0.15 0.23 0.17
H -2.28299 2.30266 -0.18874 -0.16 -0.24 -0.09
H -1.73891 -2.35189 4.47232 0.27 0.01 0.10
H -0.10436 -2.94909 4.15126 -0.11 0.22 -0.12
H 0.07356 -2.03244 6.25837 0.07 0.11 -0.02
H 0.83663 -0.84988 5.20010 -0.15 -0.03 0.01
H -1.97445 -0.63659 6.43369 0.11 0.04 -0.08
H -0.50090 0.12607 7.02954 -0.13 -0.17 -0.08
H -1.22495 1.92986 5.90282 0.09 -0.07 -0.09
H -0.44114 1.16798 4.52053 -0.18 -0.09 0.11
H -3.42668 1.02835 5.26804 0.12 0.24 0.17
H -2.70294 1.98068 3.95799 0.01 -0.11 0.11
H -3.67793 0.07627 2.95603 -0.07 -0.24 0.69
H -3.01252 -1.05201 4.16754 -0.10 0.38 -0.04
C 3.20290 -3.03164 -6.67802 0.11 -0.04 -0.12
C 2.40306 -2.59888 -5.48225 -0.19 0.08 0.23
C 1.05860 -2.25702 -5.64572 -0.14 -0.02 0.21
C 0.28185 -1.86256 -4.55917 0.33 0.16 0.09
C 0.86905 -1.77530 -3.29234 0.05 -0.34 -0.33
S -0.16228 -1.28445 -1.92350 0.42 1.08 1.64
O -1.36437 -0.71653 -2.46311 0.41 -0.44 -0.17
O -0.15265 -2.27568 -0.89360 -0.17 -0.08 -0.82
N 0.79088 -0.00498 -1.23446 -0.37 -0.34 -1.05
C 1.32245 1.05527 -1.97979 -0.35 0.59 -0.03
C 1.03924 1.45346 -3.28172 0.38 0.10 -0.02
C 1.70163 2.58569 -3.76821 0.14 -0.07 0.49
C 2.56997 3.31988 -2.93139 -0.16 -0.18 0.01
C 2.74439 2.97533 -1.58622 0.12 0.16 -0.55
C 2.09636 1.84415 -1.10957 0.17 -0.20 0.36
C 1.98088 1.22370 0.20000 -0.70 -0.36 -1.22
N 2.80649 1.50967 1.30274 0.36 -0.09 1.81
O 3.57781 2.49759 1.22709 -0.97 -1.27 0.01
O 2.74978 0.76514 2.30892 0.12 1.31 -1.64
C 1.07118 0.16404 0.08813 2.30 0.36 0.24
C 2.20341 -2.14801 -3.10262 -0.20 0.11 -0.13
C 2.96559 -2.54551 -4.20006 -0.19 -0.03 -0.10
H 4.22976 -3.26885 -6.39391 -0.06 0.01 -0.08
H 2.75893 -3.91842 -7.14567 0.08 0.11 0.10
H 3.22602 -2.24611 -7.44228 0.03 -0.09 0.14
H 0.60322 -2.30543 -6.63860 0.15 0.00 0.29
H -0.76246 -1.59665 -4.69322 0.16 0.00 0.10
H 0.31097 0.90430 -3.86743 0.16 0.12 -0.11
H 1.53150 2.90936 -4.79351 0.03 -0.05 0.21
H 3.09815 4.18388 -3.33892 -0.20 -0.20 0.13
H 3.36638 3.54115 -0.89749 -0.13 -0.01 -0.30
H 0.77046 -0.48689 0.89757 0.06 -0.69 0.00
H 2.64333 -2.12059 -2.10990 -0.09 0.06 -0.09
H 4.01184 -2.83221 -4.06571 -0.34 0.12 0.01